Model w:
Entry from the OMol25 dataset: a single C9H14NO2P molecule (ωB97M-V/def2-TZVPD).

CARTESIAN COORDINATES (ANGSTROEM)
C: 1.454 -0.072 -2.113
C: 1.167 1.291 -1.990
C: 0.694 -0.956 -1.397
C: 0.142 1.820 -1.319
C: -0.437 -0.480 -0.560
C: -0.822 0.947 -0.641
C: -2.658 2.487 -0.300
C: 2.277 -2.526 1.204
C: -1.075 -0.702 2.273
N: -2.050 1.193 -0.226
O: 1.442 0.244 1.505
O: 0.897 -2.362 1.361
P: 0.383 -0.683 1.224
H: 2.141 -0.487 -2.912
H: 1.725 1.941 -2.627
H: 0.831 -2.018 -1.478
H: -0.072 2.789 -1.145
H: -1.329 -1.177 -0.597
H: -2.030 3.372 0.081
H: -3.098 2.687 -1.288
H: -3.610 2.289 0.293
H: 2.597 -1.559 1.076
H: 2.604 -2.899 0.190
H: 2.689 -3.031 2.087
H: -1.582 0.104 1.791
H: -1.676 -1.664 2.193
H: -0.604 -0.547 3.316

Calculated values
spin multiplicity = 3
net charge = 0
orbital gap (alpha / beta) = 0.25061 / 0.26435 hartree

Model x:
Entry from the OMol25 dataset: a single C9H14NO2P molecule (ωB97M-V/def2-TZVPD).

CARTESIAN COORDINATES (ANGSTROEM)
C: -1.837 -1.491 -0.096
C: -0.457 -1.288 -0.135
C: -2.099 0.818 0.010
C: -2.729 -0.422 -0.041
C: -0.753 1.057 -0.166
C: 0.086 -0.008 -0.341
C: -4.168 -0.626 -0.121
C: -0.191 2.412 -0.084
C: 3.577 -1.832 -0.407
N: 2.422 1.370 1.108
O: 3.122 0.821 -1.334
O: 2.788 -1.050 0.463
P: 2.262 0.401 -0.170
H: -2.314 -2.436 -0.090
H: 0.184 -2.155 -0.058
H: -2.628 1.662 0.331
H: -4.394 -1.350 0.587
H: -4.589 0.338 0.185
H: -4.625 -0.784 -1.082
H: -0.459 2.959 0.884
H: 0.824 2.272 -0.156
H: -0.505 3.027 -0.880
H: 3.177 -1.799 -1.452
H: 3.534 -2.887 0.050
H: 4.582 -1.656 -0.303
H: 3.472 1.434 1.454
H: 1.717 1.215 1.844

Calculated values
spin multiplicity = 3
net charge = 0
orbital gap (alpha / beta) = 0.21061 / 0.23635 hartree

The structure with the least stability is model x.

Model w:
Entry from the OMol25 dataset: a single C4H4N2O molecule (ωB97M-V/def2-TZVPD).

CARTESIAN COORDINATES (ANGSTROEM)
O: 0.739 2.391 0.562
C: 0.106 1.466 0.109
C: -0.795 0.618 0.907
C: -0.594 -0.698 0.737
N: 0.218 -1.121 -0.304
C: 0.547 -0.230 -1.295
N: 0.355 1.032 -1.208
H: -1.404 1.030 1.704
H: -1.001 -1.474 1.376
H: 0.400 -2.100 -0.443
H: 1.036 -0.649 -2.172

Calculated values
SMILES string = O=c1cc[nH]cn1
net charge = 0
orbital gap = 0.36237 hartree

Model x:
Entry from the OMol25 dataset: 2 unconnected molecules or ions with the total composition C4H4N2O (ωB97M-V/def2-TZVPD).

CARTESIAN COORDINATES (ANGSTROEM)
C: -0.682 0.298 2.002
C: -0.869 0.068 0.733
C: -0.972 -0.219 -0.527
N: -1.643 -0.291 -1.564
H: -1.360 0.935 2.559
H: 0.156 -0.117 2.548
H: -1.238 -0.862 -2.305
N: 1.916 0.262 -0.222
C: 1.324 -0.289 -1.139
O: 1.299 -1.017 -2.059
H: 2.069 1.233 -0.026

Calculated values
SMILES string = C=C=C=N.N=C=O
net charge = 0
orbital gap = 0.31250 hartree

The structure with the least stability is model x.